Record 1
A molecular structure, C47H38AsN5O4Pb at a distorted geometry, computed with ωB97M-V with the def2-TZVPD basis set.

```
96
Properties=species:S:1:pos:R:3:forces:R:3:lowdin_charge:R:1
Pb 0.593 -1.791 -0.857 -0.07 -0.16 -0.02 1.378
C 3.826 0.732 -2.985 -0.73 0.40 -0.14 -0.042
C 2.928 -0.321 -3.582 0.61 -0.51 0.46 -0.287
C 1.726 -0.039 -4.191 -0.15 1.66 -0.13 -0.086
C 0.975 -1.033 -4.767 -0.66 -1.02 -0.29 -0.113
C 1.395 -2.366 -4.709 -0.19 0.99 -0.35 -0.099
C 2.592 -2.656 -4.077 -0.30 -0.41 -0.23 -0.103
C 3.329 -1.660 -3.500 0.30 1.09 0.13 -0.081
H 3.304 1.708 -2.963 0.44 -0.45 0.01 0.078
H 4.760 0.825 -3.542 -0.05 0.02 -0.02 0.088
H 4.062 0.430 -1.969 0.16 0.13 0.20 0.068
H 1.410 1.023 -4.267 0.12 -0.77 0.06 0.126
H 0.052 -0.793 -5.290 0.12 0.01 0.09 0.101
H 0.834 -3.114 -5.244 -0.10 -0.26 0.09 0.099
H 2.960 -3.659 -4.089 0.16 -0.54 0.16 0.103
H 4.257 -1.838 -2.985 0.19 -0.39 0.05 0.112
O -5.047 -0.499 3.494 -0.76 0.39 -0.09 -0.027
C -4.024 -1.077 3.880 -0.54 -0.25 -1.28 -0.726
O -3.529 -1.227 4.979 0.67 -0.09 1.92 0.006
C -3.185 -1.658 2.736 0.62 0.29 -0.14 -0.071
C -1.936 -2.178 3.016 -0.46 0.19 -0.10 0.065
C -1.059 -2.428 1.989 0.40 0.01 -0.08 -0.201
N -1.376 -2.155 0.720 -0.19 -0.10 -0.42 0.048
C -2.633 -1.758 0.428 0.94 0.19 -0.67 -0.208
C -3.544 -1.484 1.417 -1.45 -0.01 0.15 0.043
C -2.986 -1.584 -1.016 0.16 0.16 -0.48 -0.234
C -4.114 -0.843 -1.371 -0.14 -0.16 -0.35 -0.014
C -4.562 -0.850 -2.687 -0.17 -0.01 0.09 -0.046
C -3.843 -1.579 -3.626 -0.36 0.64 -0.35 -0.069
C -2.654 -2.151 -3.224 0.16 0.04 0.50 -0.144
N -2.210 -2.155 -1.958 -0.45 -0.12 0.14 0.060
C 0.274 -3.053 2.241 -0.25 0.28 0.43 -0.212
C 0.727 -3.343 3.528 0.42 -0.37 -0.11 0.013
C 1.943 -4.019 3.683 -0.15 0.61 -0.26 -0.027
C 2.649 -4.387 2.539 -0.03 -0.41 0.38 -0.042
C 2.104 -4.060 1.314 0.90 -0.03 -0.89 -0.155
N 1.003 -3.353 1.167 -0.72 -0.17 -0.19 0.007
H -1.728 -2.295 4.055 0.29 -0.19 0.54 0.109
H -4.590 -1.150 1.254 0.95 -0.18 -0.03 0.139
H -4.629 -0.284 -0.613 -0.25 0.10 0.11 0.099
H -5.470 -0.314 -2.992 0.47 -0.17 0.28 0.121
H -4.164 -1.584 -4.676 0.24 -0.20 0.52 0.115
H -2.035 -2.633 -3.959 0.35 -0.19 -0.10 0.100
H 0.155 -3.050 4.398 0.01 -0.02 -0.08 0.116
H 2.348 -4.175 4.681 -0.11 -0.14 -0.24 0.117
H 3.594 -4.925 2.575 -0.26 0.15 0.09 0.114
H 2.606 -4.278 0.362 0.04 -0.07 0.64 0.118
O 3.153 -2.005 -0.474 -0.48 0.18 -0.41 -0.259
N 3.514 -1.598 0.658 0.81 -0.55 -0.14 -0.032
N 2.672 -0.909 1.300 0.34 0.17 -0.36 -0.223
O 1.523 -0.533 0.807 -0.89 0.19 -0.10 -0.346
C 3.056 -0.446 2.581 -0.47 -0.30 0.52 -0.181
C 4.379 -0.551 2.980 0.12 0.26 -0.29 -0.024
C 4.700 -0.110 4.243 -0.28 0.15 0.72 -0.069
C 3.700 0.358 5.122 0.39 -0.34 -1.32 -0.071
C 2.381 0.394 4.701 0.27 0.30 -0.04 -0.065
C 2.042 -0.010 3.416 0.08 -0.11 -0.08 -0.011
H 5.113 -0.926 2.270 -0.09 0.15 0.36 0.112
H 5.740 -0.118 4.541 -0.01 -0.01 0.16 0.103
H 3.961 0.741 6.078 0.22 0.14 0.67 0.093
H 1.648 0.828 5.360 -0.33 -0.15 0.10 0.103
H 1.029 -0.030 3.028 0.08 0.21 0.23 0.101
C 2.716 4.578 -0.376 -1.01 -0.27 0.00 -0.085
C 1.402 5.007 -0.507 -0.66 0.27 0.02 -0.078
C 0.352 4.091 -0.651 -0.09 0.08 -0.36 -0.086
C 0.621 2.722 -0.689 1.02 0.51 0.18 -0.382
C 1.961 2.304 -0.583 -0.83 -0.10 0.01 -0.133
C 2.984 3.224 -0.420 0.40 -0.11 -0.17 -0.089
As -0.753 1.369 -0.668 -0.01 -0.62 -0.11 1.315
C -1.575 1.819 1.020 -1.34 0.03 -0.05 -0.378
C -0.725 1.978 2.094 0.14 0.04 0.29 -0.130
C -1.228 2.057 3.394 -0.17 -0.18 -0.28 -0.062
C -2.603 1.967 3.619 0.59 0.22 0.14 -0.059
C -3.471 1.887 2.539 0.01 -0.18 0.21 -0.079
C -2.967 1.797 1.255 0.28 -0.11 -0.75 -0.107
C -1.958 1.933 -2.082 0.26 -0.49 -0.63 -0.387
C -2.970 2.865 -1.973 -0.67 0.75 -0.60 -0.108
C -3.743 3.201 -3.116 0.23 -0.47 0.38 -0.068
C -3.494 2.599 -4.350 0.85 0.32 0.96 -0.084
C -2.418 1.711 -4.459 -0.41 -0.26 0.15 -0.088
C -1.701 1.319 -3.333 -0.31 0.65 0.47 -0.127
H 3.478 5.304 -0.215 0.59 0.33 0.00 0.096
H 1.188 6.080 -0.476 0.00 -0.40 -0.04 0.107
H -0.689 4.424 -0.792 0.58 0.03 0.25 0.107
H 2.155 1.237 -0.592 0.18 0.13 -0.01 0.064
H 4.014 2.896 -0.361 -0.01 -0.16 0.09 0.106
H 0.334 2.019 1.876 0.17 0.02 0.36 0.088
H -0.532 2.144 4.219 -0.05 0.03 0.09 0.096
H -2.988 1.953 4.634 0.00 0.01 -0.16 0.117
H -4.530 1.791 2.732 -0.03 0.04 -0.11 0.105
H -3.666 1.681 0.418 0.31 0.01 0.32 0.089
H -3.155 3.372 -1.019 0.00 -0.21 -0.41 0.100
H -4.549 3.924 -3.042 0.11 -0.05 0.13 0.101
H -4.062 2.892 -5.217 -0.13 -0.04 -0.16 0.098
H -2.201 1.295 -5.433 0.13 -0.19 -0.03 0.099
H -0.928 0.555 -3.376 -0.06 0.14 -0.21 0.059
```
Positions in Å, forces in eV/Å.

Properties
Energy relative to the best compared isomer or geometry (same formula, charge and spin), eV: 0.1636
Lowest unoccupied orbital energy, eV: -0.52
2S+1: 1
Kohn-Sham gap, eV: 7.4

Record 2
A molecular structure, C47H38Cl3GeNO5PtS at a distorted geometry, computed with ωB97M-V with the def2-TZVPD basis set.

```
97
Properties=species:S:1:pos:R:3:forces:R:3:lowdin_charge:R:1
Pt -0.715 -0.504 1.290 0.93 0.79 0.66 0.798
C -0.472 1.383 0.740 -0.31 -0.56 -0.06 -0.404
Ge -0.343 2.030 -1.062 0.08 0.48 -0.15 0.874
C 0.942 1.108 -2.268 -0.30 -0.15 0.22 -0.257
C 2.250 1.025 -1.792 -0.03 0.10 0.07 -0.109
C 3.213 0.267 -2.443 0.06 0.02 0.00 -0.090
C 2.885 -0.411 -3.608 -0.03 -0.01 -0.01 -0.109
C 1.596 -0.318 -4.113 0.07 -0.01 -0.09 -0.100
C 0.636 0.431 -3.447 -0.11 0.03 0.07 -0.116
C -2.071 2.581 -1.909 0.20 -0.35 0.22 -0.258
C -2.358 2.555 -3.270 0.14 0.04 0.01 -0.113
C -3.641 2.805 -3.739 -0.04 0.03 -0.08 -0.111
C -4.663 3.108 -2.851 0.02 0.00 -0.02 -0.124
C -4.385 3.183 -1.493 -0.08 0.03 -0.03 -0.106
C -3.104 2.913 -1.033 0.12 0.02 0.06 -0.112
C 0.559 3.841 -1.025 -0.08 -0.23 -0.01 -0.251
C 1.001 4.489 0.125 -0.05 -0.10 0.06 -0.112
C 1.599 5.742 0.066 0.05 0.06 0.00 -0.114
C 1.773 6.373 -1.157 0.01 0.04 -0.01 -0.129
C 1.346 5.741 -2.319 0.01 0.00 -0.06 -0.114
C 0.751 4.490 -2.245 -0.03 0.02 0.03 -0.117
H -0.370 2.167 1.491 0.00 -0.04 0.12 -0.071
H 2.508 1.555 -0.880 0.02 -0.10 0.00 0.053
H 4.211 0.185 -2.027 0.00 0.01 0.01 0.095
H 3.624 -1.027 -4.107 0.00 0.00 0.00 0.089
H 1.330 -0.856 -5.017 -0.01 0.01 0.01 0.092
H -0.376 0.458 -3.829 -0.06 -0.09 0.02 0.082
H -1.567 2.328 -3.978 -0.06 -0.06 -0.03 0.085
H -3.849 2.751 -4.802 0.02 0.00 0.01 0.088
H -5.670 3.273 -3.217 0.01 0.05 0.01 0.085
H -5.174 3.441 -0.795 0.02 -0.05 0.03 0.091
H -2.888 2.936 0.032 -0.10 -0.04 0.01 0.098
H 0.878 4.000 1.086 0.02 0.02 0.01 0.078
H 1.936 6.228 0.976 0.00 -0.01 0.01 0.088
H 2.242 7.349 -1.211 0.00 0.00 0.02 0.084
H 1.482 6.222 -3.281 0.00 0.01 0.01 0.088
H 0.422 3.999 -3.157 0.03 0.05 -0.03 0.092
O -1.802 -0.198 -1.593 0.24 0.63 -0.34 -0.583
S -1.253 -1.459 -1.003 -1.01 -0.41 -0.44 0.924
C -1.845 -2.637 -2.304 0.38 -0.15 -0.12 -0.311
C -1.139 -3.796 -2.584 0.08 0.05 0.03 -0.069
C -1.601 -4.650 -3.579 -0.07 -0.02 -0.04 -0.096
C -2.752 -4.339 -4.288 -0.01 -0.08 -0.05 -0.121
C -3.441 -3.162 -4.017 0.04 0.01 0.08 -0.097
C -2.986 -2.311 -3.021 -0.05 0.12 -0.01 -0.072
C -2.604 -2.000 0.090 -0.30 -0.22 -0.08 -0.399
C -2.685 -3.294 0.592 0.18 0.01 -0.01 -0.075
C -3.853 -3.715 1.206 -0.09 -0.02 -0.04 -0.094
C -4.938 -2.858 1.312 -0.03 0.03 0.04 -0.108
C -4.838 -1.553 0.842 0.02 -0.07 0.01 -0.087
C -3.675 -1.121 0.229 0.00 0.02 -0.08 -0.088
H -0.228 -4.000 -2.033 0.03 -0.01 0.05 0.080
H -1.053 -5.556 -3.810 0.00 -0.01 0.02 0.093
H -3.118 -5.013 -5.055 0.03 0.02 -0.03 0.086
H -4.327 -2.904 -4.586 -0.02 -0.02 0.02 0.091
H -3.493 -1.381 -2.792 0.00 -0.01 -0.04 0.109
H -1.840 -3.965 0.497 0.03 0.03 0.00 0.120
H -3.921 -4.718 1.607 0.05 0.00 0.00 0.101
H -5.859 -3.198 1.771 0.03 -0.01 0.05 0.091
H -5.676 -0.873 0.944 0.01 0.01 0.00 0.097
H -3.579 -0.119 -0.167 0.03 0.00 -0.01 0.101
Cl -3.613 -0.223 6.021 0.00 0.13 0.29 0.498
C -3.984 -0.910 4.413 0.18 -0.19 -0.50 -0.518
C -2.676 -1.324 3.667 -0.30 0.05 0.36 -0.779
O -2.435 -2.528 3.604 0.10 0.02 -0.06 -0.013
O -2.031 -0.333 3.222 0.21 0.17 -0.39 -0.171
H -4.499 -0.138 3.848 0.01 0.02 0.05 0.057
H -4.627 -1.771 4.571 0.05 -0.02 0.03 0.055
Cl 1.632 -1.524 5.376 -0.10 -0.12 0.12 0.725
C 2.067 0.057 4.836 0.23 0.00 -0.26 -0.579
C 1.735 1.142 5.617 -0.06 0.06 0.01 -0.116
C 2.081 2.415 5.196 -0.07 0.03 0.01 -0.099
C 2.721 2.583 3.985 0.01 0.10 0.07 -0.129
C 3.045 1.488 3.199 -0.13 -0.22 -0.10 -0.566
Cl 3.710 1.828 1.636 -0.02 -0.05 -0.02 0.762
C 2.757 0.175 3.608 0.04 0.17 0.37 -0.277
N 3.042 -0.998 2.920 -1.24 -0.41 -0.37 0.079
C 4.141 -1.288 2.148 0.67 -0.37 -0.25 -0.219
C 5.359 -0.645 2.407 -0.14 -0.05 0.05 -0.089
C 6.486 -0.891 1.646 0.01 0.06 -0.04 -0.121
C 6.425 -1.810 0.614 0.13 -0.09 -0.14 -0.126
C 5.256 -2.532 0.422 0.04 0.09 0.01 -0.063
C 4.112 -2.336 1.187 -0.18 0.21 0.06 -0.134
C 2.995 -3.349 1.020 -0.42 0.17 0.12 -0.055
C 1.563 -2.985 0.483 -0.25 0.05 0.29 -0.656
O 1.297 -3.406 -0.647 0.09 -0.08 -0.38 -0.039
O 0.751 -2.421 1.280 0.74 0.05 0.51 -0.172
H 1.197 0.986 6.542 -0.01 -0.04 -0.01 0.101
H 1.810 3.275 5.794 0.02 0.00 -0.01 0.098
H 2.937 3.576 3.611 0.04 -0.05 -0.03 0.095
H 2.207 -1.581 2.752 0.31 0.23 -0.11 0.111
H 5.408 0.048 3.236 -0.02 0.09 -0.04 0.101
H 7.408 -0.362 1.854 -0.02 0.02 0.03 0.092
H 7.286 -1.993 -0.018 0.00 0.00 0.02 0.085
H 5.231 -3.296 -0.347 -0.05 0.00 0.03 0.106
H 2.819 -3.844 1.984 0.04 0.06 0.04 0.121
H 3.356 -4.105 0.323 0.02 -0.01 0.09 0.095
```
Positions in Å, forces in eV/Å.

Properties
Net charge: -2
Lowest unoccupied orbital energy (alpha / beta), eV: 4.24 / 4.24
2S+1: 3
Kohn-Sham gap (alpha / beta), eV: 5.5 / 6.6

no.,total energy (eV)
1,-131080.81590
2,-169247.72258